Entry 1:
{"formula": "C5H8O", "method": "ωB97M-V/def2-TZVPD", "lumo_energy_ev": 0.9, "smiles": "CC(=O)C1CC1", "homo_ev": -9.48, "relative_energy_kj_mol": 150.7, "homo_lumo_gap_ev": 10.4, "species": ["C", "C", "O", "C", "C", "C", "H", "H", "H", "H", "H", "H", "H", "H"], "coordinates": [[-0.31, -1.40, 1.54], [0.00, -0.03, 1.03], [-0.01, 0.91, 1.79], [0.59, 0.26, -0.32], [-0.06, 0.10, -1.68], [0.01, 1.44, -1.02], [-1.20, -1.77, 1.03], [0.54, -2.03, 1.28], [-0.47, -1.43, 2.62], [1.64, 0.34, 0.02], [-1.05, -0.35, -1.68], [0.50, -0.05, -2.60], [0.70, 2.16, -1.44], [-0.89, 1.85, -0.56]], "lowdin_charge": [-0.01, -0.45, 0.08, -0.24, -0.09, -0.13, 0.08, 0.09, 0.09, 0.16, 0.10, 0.10, 0.11, 0.11]}

Entry 2:
{"formula": "C20H36ClMoN6O6P2", "method": "ωB97M-V/def2-TZVPD", "lumo_energy_ev": [-10.6, -10.6], "spin_multiplicity": 3, "homo_ev": [-16.90, -16.95], "homo_lumo_gap_ev": [6.3, 6.3], "total_charge": 3, "species": ["Mo", "C", "N", "C", "P", "O", "O", "P", "O", "N", "C", "C", "N", "C", "C", "N", "C", "C", "H", "H", "H", "H", "H", "H", "H", "H", "H", "H", "H", "H", "H", "H", "H", "H", "H", "H", "H", "H", "H", "H", "H", "H", "Cl", "C", "C", "C", "C", "O", "C", "C", "O", "C", "H", "H", "H", "H", "N", "C", "N", "C", "C", "O", "C", "C", "H", "H", "H", "H", "H", "H", "H", "H"], "coordinates": [[-0.76, -1.39, 0.41], [2.29, 1.49, 2.68], [1.54, 2.09, 1.55], [1.97, 3.47, 1.24], [-0.01, 1.68, 1.37], [-0.04, 0.12, 1.32], [-0.45, 2.21, -0.05], [-0.30, 1.36, -1.45], [0.37, 0.02, -1.23], [-1.89, 1.14, -1.80], [-2.85, 2.25, -1.67], [-2.12, 0.35, -3.03], [0.57, 2.34, -2.38], [1.45, 1.80, -3.44], [0.17, 3.74, -2.58], [-1.16, 2.17, 2.38], [-1.44, 3.62, 2.45], [-1.29, 1.50, 3.70], [3.35, 1.51, 2.43], [1.99, 0.45, 2.83], [2.14, 2.05, 3.60], [3.01, 3.44, 0.91], [1.91, 4.11, 2.13], [1.37, 3.90, 0.45], [-2.72, 2.77, -0.73], [-3.85, 1.83, -1.70], [-2.76, 2.96, -2.50], [-1.37, -0.44, -3.12], [-2.09, 0.98, -3.92], [-3.10, -0.11, -2.97], [1.65, 0.74, -3.26], [2.39, 2.34, -3.43], [0.99, 1.92, -4.42], [-0.46, 4.09, -1.76], [-0.37, 3.86, -3.52], [1.06, 4.36, -2.62], [-1.36, 4.07, 1.46], [-0.76, 4.13, 3.13], [-2.46, 3.75, 2.80], [-1.14, 0.43, 3.61], [-2.30, 1.68, 4.06], [-0.58, 1.90, 4.43], [-7.24, -4.81, -0.10], [-5.64, -4.23, -0.08], [-4.58, -5.09, -0.38], [-3.26, -4.64, -0.41], [-3.02, -3.32, -0.11], [-1.75, -2.81, -0.12], [-4.06, -2.44, 0.24], [-3.77, -1.12, 0.64], [-2.61, -0.65, 0.74], [-5.38, -2.90, 0.23], [-4.79, -6.13, -0.59], [-2.45, -5.30, -0.68], [-4.59, -0.44, 0.90], [-6.20, -2.24, 0.48], [1.04, -2.27, 0.18], [2.16, -2.62, 0.04], [3.36, -2.98, -0.15], [4.18, -2.36, -1.24], [5.19, -1.44, -0.58], [5.95, -2.12, 0.39], [5.18, -2.69, 1.43], [4.17, -3.69, 0.88], [3.53, -1.84, -1.93], [4.68, -3.18, -1.76], [4.67, -0.58, -0.14], [5.89, -1.08, -1.33], [4.65, -1.91, 2.00], [5.87, -3.20, 2.09], [3.52, -4.10, 1.65], [4.68, -4.50, 0.37]], "lowdin_charge": [1.88, -0.05, -0.27, -0.04, 0.54, -0.48, -0.25, 0.52, -0.34, -0.30, -0.06, -0.07, -0.28, -0.05, -0.06, -0.28, -0.05, -0.05, 0.10, 0.08, 0.10, 0.10, 0.10, 0.08, 0.08, 0.10, 0.10, 0.08, 0.10, 0.09, 0.07, 0.10, 0.10, 0.08, 0.10, 0.10, 0.08, 0.10, 0.10, 0.08, 0.10, 0.10, 0.81, -0.63, 0.00, 0.05, -0.24, -0.25, -0.13, -0.06, -0.18, 0.01, 0.14, 0.15, 0.17, 0.14, 0.03, -0.15, -0.02, -0.05, -0.17, -0.09, -0.17, -0.05, 0.14, 0.15, 0.13, 0.15, 0.13, 0.15, 0.14, 0.15]}

Entry 3:
{"formula": "C13H19BrHfSi", "method": "ωB97M-V/def2-TZVPD", "lumo_energy_ev": [-2.5, -2.5], "homo_ev": [-5.27, -5.27], "relative_energy_kj_mol": 0.0, "homo_lumo_gap_ev": [2.8, 2.8], "species": ["C", "C", "C", "H", "C", "C", "H", "H", "H", "H", "Hf", "Br", "C", "C", "C", "H", "C", "C", "H", "H", "H", "H", "C", "Si", "C", "C", "H", "H", "H", "H", "H", "H", "H", "H", "H"], "coordinates": [[-2.37, -0.63, -0.43], [-2.17, -1.14, 0.90], [-2.26, -0.03, 1.82], [-2.16, -2.19, 1.18], [-2.49, 1.17, 1.05], [-2.56, 0.80, -0.33], [-2.81, 1.45, -1.16], [-2.56, -1.24, -1.31], [-2.35, -0.11, 2.90], [-2.66, 2.16, 1.46], [-0.39, 0.28, 0.37], [0.72, -0.76, -1.55], [2.23, 0.88, -4.47], [1.13, 1.68, -4.91], [0.13, 0.79, -5.43], [1.07, 2.76, -4.88], [0.62, -0.55, -5.32], [1.92, -0.49, -4.72], [2.57, -1.34, -4.53], [3.16, 1.25, -4.05], [-0.82, 1.09, -5.87], [0.11, -1.45, -5.66], [2.44, -0.23, 2.63], [0.56, -0.24, 2.80], [0.09, -1.90, 3.58], [0.16, 1.13, 4.05], [2.76, -1.02, 1.94], [2.93, -0.39, 3.60], [2.78, 0.73, 2.22], [0.61, -2.05, 4.54], [-0.99, -1.98, 3.75], [0.37, -2.72, 2.91], [0.68, 0.97, 5.00], [0.48, 2.10, 3.65], [-0.92, 1.20, 4.25]], "lowdin_charge": [-0.23, -0.21, -0.24, 0.13, -0.19, -0.19, 0.13, 0.13, 0.11, 0.12, 1.10, 0.26, -0.22, -0.21, -0.19, 0.05, -0.22, -0.25, 0.06, 0.06, 0.06, 0.06, -0.26, 0.38, -0.23, -0.24, 0.02, 0.03, 0.02, 0.04, 0.02, 0.03, 0.04, 0.02, 0.01]}

Entry 4:
{"formula": "C7H14", "method": "ωB97M-V/def2-TZVPD", "lumo_energy_ev": [-5.0, -8.4], "spin_multiplicity": 2, "homo_ev": [-14.67, -14.67], "relative_energy_kj_mol": 224.4, "homo_lumo_gap_ev": [9.7, 6.3], "total_charge": 1, "species": ["C", "C", "C", "C", "C", "C", "C", "H", "H", "H", "H", "H", "H", "H", "H", "H", "H", "H", "H", "H", "H"], "coordinates": [[-0.29, 2.22, 2.08], [0.14, 2.16, 0.65], [1.20, 1.14, 0.12], [0.92, -0.43, 0.31], [-1.16, -2.70, -2.10], [-0.36, -2.23, -0.88], [-0.29, -0.97, -0.36], [-0.93, 1.35, 2.32], [0.53, 2.19, 2.86], [-0.93, 3.12, 2.20], [-0.74, 1.90, -0.07], [0.58, 3.19, 0.45], [2.21, 1.12, 0.72], [1.39, 1.49, -0.97], [1.82, -0.90, -0.03], [1.09, -0.66, 1.29], [-2.36, -2.34, -2.14], [-1.16, -3.85, -2.29], [-0.78, -2.35, -3.12], [0.45, -3.01, -0.69], [-1.33, -0.47, -0.33]], "lowdin_charge": [-0.14, -0.30, -0.18, -0.15, -0.07, 0.00, 0.05, 0.07, 0.10, 0.09, 0.13, 0.13, 0.14, 0.14, 0.12, 0.11, 0.17, 0.12, 0.12, 0.16, 0.18]}

Number 1: largest force on an atom 1.5 eV Å⁻¹. Number 2: largest force on an atom 2.9 eV Å⁻¹. Number 3: largest force on an atom 2.9 eV Å⁻¹. Number 4: largest force on an atom 5.1 eV Å⁻¹.